No. 1
12
Properties=species:S:1:pos:R:3:forces:R:3:nbo_charge:R:1 method="wB97M-V/def2-TZVPD" homo_energy_ev=-11.49 charge=0 spin_multiplicity=1
O -2.367 -0.427 -4.768 -0.034 0.245 -0.043 -0.937
O 1.837 0.996 5.889 0.117 -0.107 -0.154 -0.933
O 1.667 -1.534 -2.417 0.009 -0.228 -0.056 -0.939
O -0.740 0.502 0.777 0.100 -0.146 -0.192 -0.938
H -1.812 -0.850 -4.113 0.165 -0.098 0.204 0.470
H 1.870 -0.931 -3.132 0.092 0.127 -0.202 0.466
H 1.166 1.647 5.684 -0.152 0.165 -0.089 0.465
H -1.235 0.378 1.587 -0.115 -0.107 0.201 0.470
H 1.197 -0.999 -1.777 -0.144 0.118 0.283 0.473
H -0.649 1.451 0.693 0.039 0.244 -0.055 0.468
H 1.815 0.920 6.843 0.034 -0.055 0.247 0.467
H -2.747 -1.152 -5.265 -0.112 -0.158 -0.147 0.467

No. 2
13
Properties=species:S:1:pos:R:3:forces:R:3:nbo_charge:R:1 method="wB97M-V/def2-TZVPD" homo_energy_ev=-8.76 charge=0 spin_multiplicity=1
O 2.324 -1.065 -0.047 -0.117 -0.347 0.457 -0.667
O -2.288 -1.004 0.033 -2.382 0.894 -0.424 -0.660
N 0.120 1.721 0.058 -0.701 0.165 -0.607 -0.358
C 1.182 0.961 0.025 0.321 0.190 -0.484 -0.076
C -1.150 -0.286 -0.005 -1.180 0.320 0.228 0.283
C -1.053 1.089 0.002 0.001 0.136 0.036 -0.099
C -0.072 -1.096 0.015 0.770 -0.713 0.355 -0.290
C 1.103 -0.437 0.034 2.981 0.570 -0.400 0.283
H -1.931 1.680 -0.146 -0.521 0.448 0.283 0.186
H 2.135 1.460 -0.238 -0.382 -0.381 0.734 0.190
H -0.286 -2.149 0.070 0.614 -0.250 -0.123 0.245
H 2.988 -0.451 0.310 -0.256 -0.381 -0.296 0.481
H -3.073 -0.422 -0.111 0.851 -0.651 0.242 0.483

No. 3
7
Properties=species:S:1:pos:R:3:forces:R:3:nbo_charge:R:1 method="wB97M-V/def2-TZVPD" homo_energy_ev=-4.32 charge=-1 spin_multiplicity=1
S 0.501 -0.848 0.269 -0.442 -1.194 0.001 0.880
F -0.880 -1.839 -0.592 -0.357 -0.259 -0.169 -0.726
O -1.803 0.559 0.947 0.408 0.065 -0.206 -0.465
O 2.480 0.864 0.086 0.268 0.538 -0.380 -0.447
O -1.144 0.962 -1.043 -0.186 1.171 -1.895 -0.406
N -1.016 0.449 0.011 -0.079 -0.802 2.035 0.382
N 1.862 -0.148 0.322 0.389 0.481 0.615 -0.219

No. 4
10
Properties=species:S:1:pos:R:3:forces:R:3:nbo_charge:R:1 method="wB97M-V/def2-TZVPD" homo_energy_ev=-10.14 charge=0 spin_multiplicity=1
O -0.967 0.794 -0.513 -1.799 0.596 -1.457 -0.480
O 0.730 0.926 0.926 -0.390 -0.223 -0.176 -0.549
C -1.087 2.099 -0.367 1.015 2.154 1.336 0.262
C 0.016 0.286 0.208 2.607 -2.923 1.353 0.787
C 0.266 -1.255 -0.011 0.854 0.668 0.783 -0.730
C -0.761 3.180 0.111 -1.209 -5.064 -2.466 -0.236
H 1.393 -1.319 0.288 -2.223 -0.463 -0.821 0.253
H -0.014 -1.647 -0.998 0.660 0.654 -0.135 0.236
H -0.367 -1.930 0.608 0.538 0.913 0.320 0.245
H -0.856 4.104 0.443 -0.052 3.688 1.264 0.211

No. 5
246
Properties=species:S:1:pos:R:3:forces:R:3:lowdin_charge:R:1 method="wB97M-V/def2-TZVPD" homo_energy_ev=-8.33 charge=0 spin_multiplicity=1
O -24.961 28.301 5.017 -0.373 0.344 -1.162 0.043
O -15.980 18.861 4.979 -0.361 0.489 -0.384 0.102
O -17.585 20.169 4.134 -0.239 1.086 0.312 0.039
O -18.756 29.789 8.151 -1.290 0.669 -0.285 -0.043
O -23.042 22.922 4.962 0.747 0.516 -0.778 0.072
O -21.457 27.655 5.454 0.282 0.003 0.173 -0.003
O -20.756 21.122 12.659 1.184 -0.585 -0.362 0.109
O -19.520 17.497 6.815 0.457 1.219 1.505 0.087
O -13.655 20.952 9.261 -0.591 0.115 1.266 0.010
O -15.699 26.739 8.054 -0.505 -0.417 0.052 0.073
O -23.336 24.009 3.065 0.858 0.312 -1.560 -0.001
O -19.465 22.048 10.401 -0.241 -1.114 1.927 -0.104
O -17.732 26.329 3.277 -0.475 0.019 0.143 -0.059
O -22.241 20.063 3.120 -0.154 -1.431 -1.550 0.007
O -18.315 18.817 8.214 -0.165 -0.700 -1.722 0.014
O -24.690 29.083 7.069 -0.264 -0.360 -0.208 0.096
O -13.675 22.816 8.057 0.089 0.780 -0.173 0.117
O -20.534 26.661 3.643 -0.674 -1.094 -0.439 0.080
O -16.205 28.403 9.462 0.814 -0.880 -1.256 0.065
O -29.436 20.269 7.768 0.016 -1.615 -1.585 -0.074
O -22.859 20.704 13.233 0.114 0.473 -0.033 0.035
N -28.122 20.796 7.956 -0.297 -0.018 -0.665 -0.086
N -17.213 25.111 2.711 -1.044 0.090 0.733 -0.065
N -20.420 22.930 9.889 -0.136 1.328 -0.513 -0.088
N -23.238 19.140 2.623 0.645 -0.735 0.665 -0.060
N -19.309 30.956 8.819 0.917 -1.484 -1.231 -0.033
C -21.521 24.636 7.841 0.783 -1.095 -2.164 -0.167
C -27.478 18.890 9.303 0.831 0.865 -1.668 -0.008
C -18.908 19.970 3.607 -0.954 1.372 0.956 -0.150
C -26.554 22.567 7.370 -2.091 0.686 -1.718 -0.128
C -24.307 26.028 5.223 1.167 -1.039 1.149 -0.144
C -20.333 21.571 7.711 1.198 -1.609 1.313 -0.002
C -24.748 17.274 3.171 -0.174 -0.230 -1.190 -0.111
C -20.681 25.190 8.921 -0.398 1.809 2.255 -0.179
C -25.498 21.569 7.269 1.543 -1.846 -0.570 -0.193
C -21.176 22.207 8.850 -0.326 1.485 -0.564 -0.465
C -21.848 21.527 12.884 -1.795 1.770 0.908 -0.467
C -19.189 24.794 10.936 -1.389 -1.521 -0.170 -0.023
C -24.426 26.693 6.601 0.157 0.202 0.121 -0.068
C -15.499 26.499 1.534 -0.274 1.457 2.420 -0.047
C -27.145 18.818 6.772 -0.480 -1.104 -0.821 -0.040
C -14.407 20.645 7.069 -0.856 2.368 0.022 -0.085
C -21.050 28.862 6.335 -1.198 -1.043 -2.866 -0.043
C -17.729 17.932 3.652 2.146 -1.953 -0.421 -0.088
C -14.114 25.692 9.466 0.154 0.597 1.989 -0.150
C -24.743 28.148 6.307 1.018 -0.029 1.144 -0.512
C -19.757 33.028 10.653 -0.263 -0.997 0.833 -0.198
C -16.575 25.462 1.460 1.075 -0.915 -1.674 -0.509
C -20.718 27.623 4.332 0.585 2.091 1.187 -0.471
C -19.244 18.134 10.257 0.328 0.055 1.947 -0.138
C -21.085 23.711 2.068 -2.212 0.164 0.561 -0.107
C -19.129 33.190 9.342 0.334 3.751 -2.267 -0.180
C -13.894 21.650 8.139 -0.221 -2.120 -0.609 -0.464
C -18.942 29.923 11.160 0.428 0.795 -0.418 -0.011
C -19.337 18.004 7.918 -0.121 -1.164 -2.342 -0.474
C -15.806 24.215 0.745 -1.151 2.077 0.467 -0.113
C -22.551 23.458 3.976 -0.964 -0.932 1.319 -0.516
C -21.990 21.090 9.551 0.642 -0.378 -0.811 -0.010
C -18.323 19.128 9.580 0.404 2.440 0.790 -0.170
C -22.470 24.418 1.916 -1.382 -0.500 -0.976 -0.078
C -19.870 30.533 10.076 -0.204 1.428 1.515 -0.529
C -17.869 32.262 7.405 -0.644 -0.034 -0.964 -0.032
C -14.719 19.399 7.789 -2.794 0.103 2.584 -0.163
C -14.151 27.182 9.773 -0.863 0.304 -0.505 -0.062
C -16.990 19.001 4.323 1.643 -0.202 1.240 -0.517
C -23.890 22.818 12.875 -0.132 1.137 0.440 -0.157
C -27.106 19.717 7.980 -1.382 -0.534 1.782 -0.511
C -15.868 23.219 2.977 -0.905 -0.635 0.600 -0.135
C -24.876 27.067 4.273 0.284 0.144 0.143 -0.114
C -15.433 27.531 9.049 -1.486 3.011 2.690 -0.490
C -24.981 21.065 2.144 -0.020 -1.534 0.559 0.022
C -18.886 18.611 3.007 -0.978 -1.413 0.877 -0.146
C -27.896 21.523 5.515 -0.480 0.653 0.364 -0.034
C -22.159 23.241 8.195 -0.002 0.556 0.059 -0.097
C -17.626 25.909 0.453 0.399 -1.047 1.102 -0.025
C -14.763 25.665 8.155 0.487 -1.563 -3.397 -0.206
C -17.504 23.816 4.758 0.673 -0.111 -0.705 -0.017
C -25.768 18.019 2.220 -2.014 -1.127 1.650 -0.173
C -18.296 32.037 8.835 -1.569 0.193 -0.508 -0.534
C -16.462 24.381 3.756 -0.375 0.641 -0.554 -0.493
C -23.336 20.166 0.551 -1.387 -0.104 -1.669 -0.048
C -20.938 29.543 9.897 -2.593 -1.344 -1.572 -0.068
C -25.033 18.675 1.140 0.824 0.026 0.557 -0.189
C -29.125 22.853 7.225 -0.816 -0.342 0.234 -0.037
C -20.137 17.751 9.139 -1.494 0.506 -0.274 -0.102
C -22.523 17.449 4.273 -1.539 -0.494 -0.038 -0.025
C -24.180 19.768 1.723 0.123 1.154 -0.703 -0.538
C -15.426 25.232 4.538 -0.271 -0.554 0.457 0.000
C -19.695 24.251 9.567 0.239 -1.957 0.652 -0.470
C -27.928 21.911 6.998 0.650 0.441 1.001 -0.480
C -19.974 28.962 4.177 -1.069 0.524 -1.253 -0.062
C -25.767 20.341 8.172 1.887 0.037 -0.330 -0.127
C -24.044 21.474 13.525 -1.208 -1.298 -0.452 -0.171
C -14.163 19.592 9.250 1.905 -0.229 -1.776 -0.102
C -17.112 31.817 9.696 2.925 0.267 1.174 -0.034
C -24.367 19.044 4.882 0.420 -1.569 -0.987 -0.017
C -18.384 24.064 8.700 -2.144 0.180 -0.501 -0.009
C -22.358 23.028 12.902 0.760 -0.878 -1.575 -0.044
C -20.587 29.846 5.251 -0.380 0.951 0.980 -0.145
C -21.113 23.489 3.563 0.681 -0.091 0.864 -0.088
C -20.619 31.781 10.638 0.007 -0.331 0.982 -0.116
C -23.708 18.250 3.698 0.329 0.466 1.275 -0.498
C -15.011 23.465 1.751 -0.468 2.237 1.574 -0.175
H -16.111 32.153 9.288 -1.316 0.317 0.042 0.114
H -17.822 23.222 9.105 0.396 0.470 0.015 0.079
H -14.283 27.503 10.798 0.262 -0.140 0.151 0.126
H -27.545 19.555 10.148 -0.492 0.250 0.139 0.081
H -24.498 23.566 13.446 0.724 -0.433 -0.536 0.131
H -18.295 30.624 11.676 0.170 0.263 -0.175 0.072
H -28.289 18.221 9.163 -1.558 0.127 -0.122 0.061
H -19.823 18.613 11.099 0.859 -0.631 -0.660 0.132
H -15.176 24.741 0.026 0.047 -0.316 -0.223 0.115
H -21.863 23.539 12.022 -0.895 -0.627 0.692 0.109
H -29.076 23.703 6.566 0.296 0.598 -0.070 0.072
H -15.323 21.125 6.637 0.965 -0.533 -0.098 0.132
H -21.329 20.304 9.985 -0.322 0.586 -0.382 0.072
H -17.930 25.072 8.695 0.432 -0.776 -0.040 0.081
H -22.716 20.988 0.742 1.546 0.790 0.386 0.052
H -26.462 17.302 1.761 0.032 -0.152 0.384 0.109
H -19.651 20.015 4.417 0.364 0.151 0.101 0.120
H -24.909 20.914 13.102 0.658 0.283 0.267 0.136
H -17.930 29.590 8.568 1.235 -0.539 0.722 0.038
H -24.179 16.419 2.677 -0.877 1.144 -0.102 0.140
H -17.557 31.325 6.950 0.399 0.084 0.061 0.082
H -20.043 29.419 3.118 0.176 -1.035 1.680 0.159
H -22.557 22.727 7.309 0.104 0.511 0.031 0.079
H -19.245 21.395 8.026 -1.535 0.490 -0.590 0.096
H -15.768 27.370 2.195 0.129 -0.861 -0.401 0.104
H -20.557 24.254 4.120 -0.364 0.015 -0.085 0.114
H -23.794 19.892 5.227 0.218 0.041 0.452 0.077
H -22.253 25.389 7.489 0.291 -0.779 0.342 0.085
H -26.977 21.149 5.083 -0.008 -0.682 0.375 0.050
H -29.355 23.160 8.269 0.868 -0.148 -0.535 0.100
H -14.184 24.155 2.009 -0.015 -0.621 0.154 0.110
H -18.657 17.262 10.615 -0.428 0.512 0.027 0.131
H -13.093 25.359 9.516 0.112 -0.765 -0.230 0.121
H -18.689 32.614 6.781 -0.415 -0.083 0.141 0.082
H -28.801 20.956 5.322 0.159 -0.398 -0.544 0.087
H -23.039 23.477 8.825 0.387 -0.357 0.186 0.117
H -21.632 29.867 9.111 0.007 0.389 0.048 0.086
H -15.262 24.724 7.942 -0.310 0.059 0.135 0.101
H -21.026 18.408 9.137 0.303 -0.181 -0.298 0.121
H -23.484 26.654 7.167 -0.516 0.176 -0.164 0.097
H -13.643 20.500 6.326 0.187 0.268 -0.478 0.125
H -18.213 23.096 4.303 0.576 0.288 0.207 0.077
H -30.060 22.348 6.949 0.300 -0.075 -0.170 0.075
H -15.643 26.302 4.476 -0.258 -0.253 0.434 0.082
H -26.327 18.055 6.813 -0.857 0.487 0.151 0.092
H -21.411 25.495 9.712 0.636 0.022 -0.058 0.130
H -24.004 20.526 -0.248 0.020 -0.071 0.071 0.096
H -22.617 20.614 8.762 0.101 0.272 0.757 0.093
H -16.940 23.384 5.585 -0.272 -0.366 0.040 0.076
H -27.036 19.342 5.787 -0.229 -0.594 1.140 0.064
H -22.902 19.249 0.168 0.820 0.347 -0.027 0.096
H -14.622 26.020 1.959 0.473 0.516 -0.254 0.068
H -26.752 18.169 9.542 1.814 -0.691 0.160 0.057
H -19.571 29.539 11.931 -0.498 -0.599 0.442 0.074
H -20.901 31.415 11.626 0.068 0.513 0.456 0.114
H -17.264 19.102 9.861 -0.332 -0.056 0.447 0.115
H -25.626 20.974 3.048 0.459 -0.029 -0.615 0.071
H -25.599 21.384 1.296 0.178 -0.014 0.205 0.093
H -21.974 29.143 6.831 0.260 -0.032 0.293 0.110
H -14.372 18.532 7.342 0.973 -1.593 -0.882 0.085
H -22.333 25.493 2.058 -0.058 -0.114 -0.348 0.105
H -17.836 17.135 4.423 -0.669 0.518 -0.659 0.144
H -26.404 23.448 6.699 0.024 -0.622 0.362 0.132
H -19.870 30.489 5.781 -0.082 0.136 -0.560 0.098
H -19.746 17.966 3.184 -0.477 0.702 -0.336 0.115
H -18.705 26.224 3.416 0.918 -0.213 -0.481 0.065
H -18.324 29.135 10.746 0.049 -0.245 -0.006 0.070
H -14.772 25.150 10.178 0.665 0.191 -0.158 0.144
H -23.216 25.820 5.082 -0.908 0.472 -0.338 0.101
H -15.293 22.680 3.714 0.031 -0.790 0.173 0.122
H -15.841 19.233 7.851 1.266 0.313 -0.115 0.113
H -16.816 22.686 2.703 1.149 -0.306 -0.034 0.129
H -24.604 18.285 5.636 0.420 0.569 0.269 0.078
H -25.303 19.365 4.505 -0.967 0.709 -0.149 0.030
H -24.233 27.265 3.431 0.278 0.031 -0.273 0.117
H -21.446 30.481 4.867 0.992 -0.879 0.463 0.142
H -21.606 29.413 10.773 0.781 0.009 -0.202 0.108
H -18.936 32.861 11.314 0.412 0.029 1.166 0.087
H -16.845 30.798 9.872 -0.283 -1.029 0.066 0.048
H -25.859 26.867 3.888 -0.528 -0.327 -0.034 0.120
H -19.998 24.917 11.747 1.186 0.221 -1.472 0.104
H -16.989 17.505 2.906 -0.883 0.311 0.720 0.155
H -21.995 16.887 3.520 0.414 0.178 -0.467 0.078
H -23.085 24.181 0.964 1.149 0.444 1.594 0.151
H -26.559 22.928 8.362 -0.407 0.563 1.318 0.109
H -20.972 22.777 1.529 -0.188 -0.039 -0.238 0.109
H -19.124 20.834 2.945 0.186 -0.754 0.085 0.127
H -24.342 17.918 0.751 -0.177 0.192 -0.483 0.132
H -21.923 18.126 4.820 1.110 0.381 0.527 0.057
H -17.188 32.254 10.706 -0.027 -0.057 -0.481 0.086
H -21.932 23.537 13.767 -0.352 -0.222 0.293 0.122
H -17.124 33.028 7.287 0.628 0.178 0.303 0.081
H -25.264 21.246 6.235 -0.455 0.134 0.421 0.096
H -29.504 19.710 6.894 0.541 1.527 2.095 0.131
H -18.165 25.016 0.206 -1.013 -0.219 -0.139 0.070
H -13.349 27.755 9.298 0.139 -0.190 0.086 0.136
H -19.905 21.709 11.256 1.075 0.666 -1.383 0.087
H -14.454 25.116 4.100 0.710 -0.149 -0.304 0.063
H -13.221 18.996 9.397 -1.163 0.156 0.132 0.133
H -15.377 26.931 0.576 0.728 0.196 -1.026 0.070
H -14.896 19.387 10.030 0.180 0.425 0.067 0.103
H -17.156 26.237 -0.432 0.562 0.537 -1.051 0.071
H -18.688 20.204 9.653 0.422 -1.360 0.283 0.115
H -20.657 28.576 9.490 0.558 -0.297 0.519 0.071
H -20.275 33.928 10.962 -0.197 0.051 0.078 0.120
H -24.330 22.754 11.873 0.509 0.268 -0.007 0.110
H -18.483 34.136 9.362 -0.484 -1.161 0.007 0.151
H -20.396 21.976 6.714 0.034 0.744 -0.101 0.068
H -24.750 25.019 5.247 -0.219 0.610 -0.446 0.106
H -20.788 24.556 7.007 -0.736 -0.473 -0.165 0.112
H -16.570 23.707 0.196 -0.319 -1.008 -0.205 0.099
H -18.689 23.809 7.658 0.404 0.207 0.594 0.068
H -24.216 21.524 14.592 0.363 -0.001 0.390 0.120
H -22.572 21.488 10.372 -0.402 0.156 -0.026 0.064
H -14.108 25.813 7.284 0.355 -0.124 0.440 0.135
H -27.984 22.447 4.996 -0.492 0.948 -0.619 0.076
H -22.709 20.502 3.796 -0.676 1.406 1.630 0.031
H -28.139 18.294 6.837 0.988 0.125 -0.569 0.093
H -20.757 20.561 7.614 0.290 -0.012 -0.276 0.070
H -18.060 24.643 5.145 -0.475 0.601 0.427 0.064
H -18.660 25.651 10.602 0.394 1.327 0.715 0.057
H -19.929 33.487 8.607 0.726 -0.675 0.273 0.140
H -20.260 28.465 6.939 0.264 0.187 0.561 0.097
H -21.594 31.990 10.192 0.261 -0.266 -0.709 0.125
H -18.955 28.695 4.403 0.668 0.131 -0.074 0.117
H -25.209 26.279 7.230 -0.143 -0.074 0.086 0.124
H -18.691 18.754 2.004 0.138 -0.272 -2.345 0.098
H -25.231 16.766 4.010 -0.155 0.358 0.029 0.115
H -20.514 16.755 9.103 -0.151 -0.793 0.180 0.124
H -14.597 22.551 1.488 0.790 -1.634 -1.025 0.091
H -24.209 21.783 2.335 0.080 0.795 0.211 0.047
H -24.576 22.013 7.573 0.807 0.259 0.367 0.074
H -24.984 19.547 7.962 -0.761 0.844 0.255 0.132
H -26.464 18.773 2.761 1.251 -1.216 -0.491 0.134
H -20.396 24.442 1.750 1.292 0.509 -0.294 0.084
H -15.336 24.847 5.595 -0.219 0.682 -1.059 0.077
H -22.914 16.676 4.962 0.054 0.464 -0.064 0.097
H -18.208 26.685 0.886 -0.818 0.615 0.151 0.074
H -20.107 26.134 8.663 -0.753 -0.935 -0.078 0.137
H -20.737 22.545 3.913 0.530 -0.532 -0.096 0.100
H -25.624 20.618 9.221 -0.122 0.154 -0.037 0.116
H -25.627 19.128 0.366 -0.446 -0.138 -0.370 0.125
H -18.479 24.039 11.277 0.053 0.271 0.272 0.075

| no. | gap between HOMO and LUMO (eV) |
| --- | --- |
| 1 | 12.032 |
| 2 | 9.458 |
| 3 | 8.411 |
| 4 | 10.859 |
| 5 | 8.774 |